{
  "formula": "C78H64O18",
  "method": "ωB97M-V with the def2-TZVPD basis set",
  "charge": 0,
  "total_energy_ev": -118774.97504,
  "fmax_ha_per_bohr": 0.0695,
  "orbital_gap_ev": 8.348,
  "lumo_ev": -1.24,
  "multiplicity": 1,
  "species": ["C", "C", "C", "C", "C", "C", "C", "O", "C", "C", "C", "C", "C", "C", "C", "O", "H", "H", "H", "H", "H", "H", "H", "H", "C", "C", "C", "C", "C", "C", "C", "O", "C", "C", "C", "C", "C", "C", "C", "O", "H", "H", "H", "H", "H", "H", "H", "H", "C", "C", "C", "C", "C", "C", "C", "O", "C", "C", "C", "C", "C", "C", "C", "O", "H", "H", "H", "H", "H", "H", "H", "H", "C", "C", "C", "C", "C", "C", "C", "O", "C", "C", "C", "C", "C", "C", "C", "O", "H", "H", "H", "H", "H", "H", "H", "H", "C", "C", "C", "C", "C", "C", "C", "O", "C", "C", "C", "C", "C", "C", "C", "O", "H", "H", "H", "H", "H", "H", "H", "H", "C", "C", "O", "O", "H", "H", "H", "H", "H", "H", "C", "C", "O", "O", "H", "H", "H", "H", "H", "H", "C", "C", "O", "O", "H", "H", "H", "H", "H", "H", "C", "C", "O", "O", "H", "H", "H", "H", "H", "H"],
  "xyz": [[0.2389, -1.2856, 10.4817], [1.5001, -0.6314, 10.7032], [2.0288, 0.2193, 9.7674], [1.3355, 0.4581, 8.5592], [0.0716, -0.1140, 8.2816], [-0.4571, -1.0087, 9.2339], [-0.6940, 0.2277, 7.0704], [-1.9120, -0.0398, 7.0538], [0.0674, 0.7786, 5.9649], [-0.5474, 0.8527, 4.7384], [-0.0442, 1.6734, 3.7020], [1.2053, 2.2693, 3.8797], [1.8791, 1.9993, 5.0774], [1.3095, 1.3613, 6.1566], [2.0236, 1.2869, 7.5001], [3.1093, 1.8308, 7.7554], [-0.3228, -1.8990, 11.1706], [1.9769, -0.8821, 11.6393], [3.0122, 0.5858, 10.0220], [-1.3939, -1.5325, 9.1145], [-1.5039, 0.3582, 4.6549], [-0.6790, 1.8603, 2.8485], [1.6493, 2.9076, 3.1301], [2.8430, 2.4507, 5.2605], [6.9051, -6.9561, 6.1465], [6.0147, -7.6139, 6.9936], [4.7126, -7.2476, 7.0257], [4.2645, -6.1387, 6.2975], [5.1081, -5.5658, 5.3246], [6.4466, -6.0466, 5.2084], [4.6558, -4.3710, 4.5376], [5.3889, -3.9155, 3.6504], [3.2887, -3.8203, 4.8651], [2.8625, -2.6988, 4.1198], [1.6015, -2.1950, 4.3548], [0.7809, -2.8460, 5.2551], [1.2334, -3.8567, 6.0636], [2.4583, -4.4188, 5.8315], [2.8829, -5.6291, 6.5767], [2.1757, -6.1357, 7.4582], [7.9543, -7.2009, 6.2228], [6.4227, -8.4717, 7.5074], [4.1778, -7.8630, 7.7340], [7.2508, -5.5196, 4.7166], [3.4793, -2.1519, 3.4221], [1.3633, -1.3002, 3.7990], [-0.2347, -2.5402, 5.4590], [0.5585, -4.2842, 6.7904], [-5.9119, 7.3182, 2.6209], [-6.0119, 5.9559, 2.6925], [-4.8700, 5.1744, 2.3140], [-3.6690, 5.7864, 1.9916], [-3.6211, 7.2227, 1.9268], [-4.7407, 7.9883, 2.2406], [-2.3812, 7.9746, 1.7525], [-2.3504, 9.2094, 1.8155], [-1.1350, 7.1229, 1.4904], [0.0856, 7.8166, 1.4829], [1.3154, 7.0891, 1.4031], [1.2536, 5.6665, 1.3267], [0.0438, 4.9827, 1.4371], [-1.1769, 5.7275, 1.5055], [-2.4863, 4.9243, 1.7251], [-2.4498, 3.7353, 1.9600], [-6.6874, 8.0509, 2.7886], [-6.8937, 5.4111, 2.9959], [-4.8963, 4.0964, 2.3752], [-4.7714, 9.0612, 2.1211], [0.0995, 8.8954, 1.5327], [2.2736, 7.5589, 1.2373], [2.1550, 5.0853, 1.2004], [0.1400, 3.9079, 1.4812], [-4.6558, -1.0784, -0.1444], [-3.8516, -0.4030, 0.7087], [-2.5628, -0.8774, 1.0037], [-2.1313, -2.1102, 0.4619], [-2.9636, -2.7565, -0.4272], [-4.2545, -2.2433, -0.7608], [-2.5409, -4.0343, -1.1458], [-3.1187, -4.4588, -2.1457], [-1.3945, -4.7939, -0.5091], [-1.0123, -6.0775, -0.9776], [-0.0128, -6.8264, -0.3173], [0.6599, -6.3061, 0.8157], [0.3451, -4.9875, 1.2544], [-0.7263, -4.2504, 0.6457], [-0.9179, -2.8312, 1.0417], [-0.1793, -2.2080, 1.8003], [-5.6850, -0.7915, -0.3015], [-4.2801, 0.4991, 1.1198], [-2.0111, -0.4557, 1.8309], [-4.8765, -2.6910, -1.5218], [-1.6794, -6.4764, -1.7274], [0.0782, -7.8551, -0.6335], [1.5584, -6.7396, 1.2295], [0.8532, -4.5859, 2.1187], [-1.2382, 1.6008, -5.8903], [-0.6709, 2.8192, -5.7976], [-0.1747, 3.2356, -4.5890], [0.0489, 2.3159, -3.5209], [-0.3747, 1.0022, -3.6983], [-1.1065, 0.6574, -4.8514], [-0.1190, 0.0444, -2.5176], [-0.7004, -1.0306, -2.5446], [0.8313, 0.4341, -1.4587], [1.2790, -0.5114, -0.4845], [1.9899, -0.1336, 0.6325], [2.5058, 1.1248, 0.7009], [2.2297, 2.0835, -0.2962], [1.2456, 1.7882, -1.3224], [0.8709, 2.8425, -2.3189], [1.2018, 3.9957, -2.0370], [-1.6286, 1.3920, -6.8754], [-0.7127, 3.5823, -6.5607], [0.1744, 4.2557, -4.5265], [-1.6068, -0.2987, -4.8945], [0.9059, -1.5170, -0.6108], [2.3006, -0.8961, 1.3314], [3.2272, 1.4477, 1.4368], [2.5806, 3.0887, -0.1149], [-2.6879, -2.7801, -8.8804], [-2.7825, -1.9195, -7.5803], [-4.1636, -1.5759, -7.2953], [-3.1859, -4.0843, -8.6785], [-1.6972, -2.9698, -9.2936], [-3.2290, -2.3477, -9.7220], [-2.1679, -1.0290, -7.7122], [-2.3951, -2.3694, -6.6662], [-4.3293, -0.8178, -7.8605], [-3.3767, -4.4371, -9.5507], [-1.7498, 5.7146, -8.5716], [-0.1737, 5.9758, -8.7722], [0.0526, 6.9428, -9.8363], [-2.3150, 5.2190, -9.7528], [-2.2177, 6.6068, -8.1556], [-1.8701, 4.9106, -7.8455], [0.3524, 5.1253, -9.2058], [0.3656, 6.5033, -7.9855], [0.0758, 6.4476, -10.6584], [-1.9633, 4.3284, -9.8221], [-0.6045, 0.9022, -9.4644], [-0.2279, 2.2132, -10.1435], [-1.5287, 2.8802, -10.4024], [-0.8575, -0.0962, -10.3908], [-1.4616, 1.0054, -8.7990], [0.3115, 0.6502, -8.9300], [0.2955, 2.0767, -11.0898], [0.4138, 2.8616, -9.5469], [-2.1942, 2.2837, -10.7528], [-0.0491, -0.0339, -10.9048], [2.0535, -4.1301, -2.1366], [3.3278, -4.9920, -1.8057], [4.2446, -5.1115, -2.8186], [1.3076, -4.8144, -3.1469], [2.3510, -3.1437, -2.4923], [1.4156, -3.9834, -1.2650], [2.9619, -5.9857, -1.5473], [3.8482, -4.4578, -1.0108], [4.0118, -5.6737, -3.5611], [0.3779, -4.5795, -3.0997]],
  "lowdin_charge": [-0.0154, -0.0668, -0.0151, -0.0668, -0.0904, 0.0147, -0.2836, 0.0860, -0.1333, 0.0051, -0.0258, -0.0439, -0.0041, -0.0802, -0.2300, 0.0817, 0.0943, 0.1003, 0.1190, 0.1080, 0.1204, 0.0911, 0.0887, 0.1184, -0.0662, -0.0783, -0.0189, -0.0713, -0.0628, 0.0076, -0.2565, 0.0829, -0.0603, 0.0045, -0.0676, -0.0509, -0.0094, -0.0955, -0.2557, 0.0893, 0.1056, 0.1099, 0.1231, 0.1163, 0.1152, 0.0918, 0.1122, 0.1261, -0.0692, -0.0383, 0.0114, -0.0776, -0.0829, 0.0075, -0.2682, 0.0824, -0.0848, 0.0077, -0.0240, -0.0648, -0.0054, -0.0499, -0.2643, 0.0919, 0.1063, 0.1047, 0.1125, 0.1221, 0.1117, 0.0981, 0.0892, 0.0916, -0.0897, -0.0608, 0.0249, -0.0868, -0.0800, 0.0189, -0.2540, 0.0931, -0.0694, -0.0048, -0.0451, -0.0413, 0.0138, -0.0704, -0.2683, 0.0667, 0.1107, 0.1078, 0.1033, 0.1195, 0.1164, 0.1039, 0.1029, 0.1042, -0.0612, -0.0867, 0.0042, -0.0540, -0.0703, 0.0306, -0.2560, 0.0980, -0.0623, 0.0120, -0.0670, -0.0738, 0.0213, -0.0555, -0.2464, 0.0849, 0.0774, 0.0905, 0.1179, 0.1118, 0.0965, 0.1024, 0.1073, 0.0956, -0.2443, -0.1953, -0.0657, -0.0699, 0.1093, 0.1127, 0.0821, 0.1185, 0.0725, 0.0818, -0.2235, -0.1833, -0.1011, -0.0767, 0.1166, 0.0841, 0.0894, 0.1120, 0.0695, 0.0010, -0.2855, -0.1326, -0.0916, -0.0391, 0.0985, 0.1246, 0.1218, 0.1108, 0.1069, 0.0907, -0.2127, -0.2601, -0.0477, -0.0740, 0.1094, 0.0886, 0.1109, 0.1216, 0.0952, 0.0705]
}